1.
Molecular formula: C31H54BHgKO35
Method: DFT, ωB97M-V/def2-TZVPD

Structure (XYZ):
```
123
Properties=species:S:1:pos:R:3:forces:R:3
K 3.017299 4.210075 3.046343 -0.2 -0.2 -0.5
Hg -1.053331 -5.192205 -1.022297 -0.6 -1.9 -0.2
O 2.764579 1.696755 1.719493 -1.5 -0.5 -1.3
C 1.931249 1.308295 0.887703 0.8 2.2 1.7
O 1.932149 0.231445 0.215283 0.4 -0.9 0.0
B 0.729759 0.152685 -0.665857 0.0 -0.2 -0.8
O -0.022481 1.388395 -0.444717 0.9 -0.5 0.5
C 0.669059 2.124815 0.426303 -0.6 0.7 -0.6
O 0.370429 3.256605 0.706443 0.6 -0.4 0.6
O 0.035549 -1.094805 -0.363977 0.1 1.2 -0.8
C 0.353069 -1.956825 -1.326247 0.4 -1.2 1.8
O 0.055599 -3.102475 -1.200387 0.6 0.2 -1.1
C 1.237759 -1.265085 -2.372617 -0.6 -0.8 -4.9
O 1.229659 -0.005705 -2.070217 0.2 1.0 1.3
O 1.595239 -1.690815 -3.498257 -0.7 0.5 3.9
C 4.670439 8.266885 0.542033 0.1 -0.9 0.0
O 3.228899 8.349465 0.647823 -1.4 -0.9 -0.1
C 2.529839 7.178515 0.806623 0.9 -0.8 0.6
O 3.057029 6.057525 0.928413 -0.8 1.7 -0.1
O 1.209729 7.404565 0.900583 2.2 0.7 -0.2
C 0.197189 6.378755 0.972083 -0.6 1.4 -0.4
H 5.200539 9.217485 0.483323 -1.1 0.5 0.3
H 4.946639 7.773085 -0.389617 -0.1 -0.5 0.2
H 5.020629 7.744775 1.432473 0.3 -0.2 -0.3
H -0.640791 7.075255 0.944193 -0.5 -0.6 0.0
H 0.119349 5.874375 1.935223 0.6 -0.3 -0.2
H 0.159399 5.775865 0.064783 0.4 -0.3 0.5
C -5.169331 -3.039545 -3.202867 -0.6 0.0 -0.2
O -3.979791 -3.685655 -2.779537 2.8 0.5 0.2
C -2.735271 -3.307655 -3.204587 1.0 -1.6 -2.0
O -1.710471 -3.973435 -2.927567 -3.1 2.7 -1.1
O -2.770401 -2.332345 -4.177427 -1.4 -1.2 1.6
C -1.610571 -1.761375 -4.786837 1.1 -0.3 0.7
H -5.495661 -3.472855 -4.148307 0.2 0.3 -0.2
H -5.070131 -1.955835 -3.264817 0.0 -0.1 -0.1
H -5.920491 -3.322415 -2.465407 0.1 0.2 0.1
H -1.764851 -1.558255 -5.846577 -0.6 0.0 0.2
H -0.766951 -2.447505 -4.711797 0.0 0.0 0.1
H -1.382841 -0.846135 -4.240407 0.1 0.0 -0.2
C 3.257499 -4.174625 -1.645077 0.4 2.5 0.3
O 3.378099 -5.550595 -1.766977 -0.5 -1.6 0.7
C 2.301789 -6.272115 -1.414467 -0.5 -0.1 -0.3
O 1.215529 -5.798345 -1.099927 2.5 -0.8 -0.4
O 2.503789 -7.589505 -1.464027 0.2 -0.3 -1.0
C 3.763099 -8.247045 -1.928907 0.1 0.6 2.2
H 2.373829 -3.768045 -2.136937 0.4 -0.2 -0.6
H 4.227009 -3.762625 -1.925097 -0.3 0.0 -1.0
H 3.209179 -3.719575 -0.655797 -0.4 -1.1 0.8
H 4.537009 -7.776825 -1.322217 0.3 0.1 -0.4
H 4.057519 -8.275055 -2.978017 -0.9 0.5 -0.1
H 3.694059 -9.255965 -1.522187 -0.4 0.1 -0.3
C -0.561261 -4.569355 3.804273 -0.9 -0.4 0.3
O 0.672439 -4.105585 3.332483 1.8 0.6 -1.7
C 0.904129 -4.138065 1.997003 -1.4 -2.2 -3.1
O 0.154599 -4.710515 1.132163 3.3 2.7 4.7
O 2.114909 -3.598615 1.599603 -2.7 -1.9 -0.2
C 2.883099 -2.874625 2.498713 1.3 1.1 0.7
H -0.526451 -4.531385 4.893053 0.1 0.4 -0.1
H -0.755481 -5.613025 3.557043 0.1 0.1 -0.4
H -1.327121 -3.907025 3.400703 -0.3 -0.3 0.2
H 3.940259 -2.883695 2.233313 0.0 -0.7 -0.5
H 2.841289 -3.278765 3.510153 -0.4 0.6 0.0
H 2.660789 -1.823225 2.316413 -0.5 0.2 0.9
C -2.379231 3.221805 -4.211827 -0.8 -0.3 0.4
O -1.418331 2.155985 -4.242807 -0.6 -0.1 0.1
C -0.880541 1.818895 -5.430077 -1.1 5.5 -3.3
O -1.039431 2.463355 -6.508727 -0.1 -2.3 3.2
O -0.000611 0.937375 -5.225827 0.7 -1.5 2.2
C 1.007449 0.637995 -6.130927 0.9 -0.5 -0.8
H -2.822011 3.296555 -3.218627 0.7 -0.4 0.5
H -3.270921 2.936345 -4.769957 0.4 0.5 -0.8
H -1.948911 4.206295 -4.395417 0.0 -0.3 -0.7
H 0.560759 -0.134185 -6.757277 0.9 -0.1 -0.3
H 1.849789 0.340435 -5.506397 -0.2 -0.7 -0.2
H 1.402989 1.471305 -6.711637 -0.7 0.3 -0.1
C -1.195061 3.646855 3.774243 0.7 -1.7 -1.7
O -1.587231 4.775205 4.457123 0.1 0.7 -1.3
C -1.865771 4.649605 5.703333 -0.3 -0.2 5.1
O -1.620041 3.760485 6.527683 -0.3 0.8 -2.4
O -2.437661 5.797175 6.078793 -0.5 0.0 0.1
C -3.062271 5.920625 7.389363 0.0 -0.2 -0.8
H -0.729171 3.959475 2.839733 0.2 0.2 0.1
H -2.039601 3.047435 3.434333 -0.1 -0.1 0.5
H -0.505611 3.016075 4.335383 -0.1 0.0 0.2
H -3.890131 6.586215 7.144953 0.3 0.3 0.6
H -2.328391 6.296025 8.102523 -0.2 0.2 -0.1
H -3.497511 4.999475 7.776863 0.3 -0.2 -0.3
C 4.437779 3.891515 -1.201227 -0.7 2.1 0.2
O 4.542519 2.629315 -1.768277 -0.9 -1.0 0.8
C 5.507269 2.335905 -2.592487 3.1 -0.5 -3.5
O 6.485289 3.035615 -2.937247 -3.4 -2.3 1.6
O 5.286099 1.059205 -3.192957 1.0 2.2 1.0
C 4.001019 0.442505 -3.015137 0.6 0.2 0.7
H 3.460379 4.053575 -0.746787 -0.2 -0.8 0.0
H 4.420909 4.645785 -1.987927 0.7 0.1 0.0
H 5.141189 4.141065 -0.406847 0.5 -0.3 -0.4
H 3.273679 1.108035 -3.480057 -0.4 -0.5 0.2
H 3.852159 0.271255 -1.949017 -0.5 0.4 0.0
H 4.029869 -0.569165 -3.419867 0.1 0.4 -0.6
C -0.994501 -0.975225 2.524053 0.0 1.1 -0.6
O -1.659951 0.146855 3.146373 -2.6 -0.1 0.7
C -3.048551 0.115395 3.244703 -1.0 -2.2 -1.1
O -3.790491 -0.753895 2.770913 1.9 1.5 0.9
O -3.471541 1.169055 3.900273 1.6 0.9 1.0
C -4.808471 1.510345 4.264013 -0.6 0.3 -0.8
H -0.044401 -0.467675 2.357273 0.3 -0.8 -0.2
H -1.440681 -1.228305 1.562293 0.0 0.0 0.2
H -0.884421 -1.873945 3.130923 -0.2 0.4 0.3
H -5.230421 2.023875 3.400103 -0.5 -0.6 -0.2
H -4.820151 2.310305 5.004303 0.8 -0.4 0.3
H -5.408691 0.677875 4.631203 0.2 -0.1 -0.4
C -3.825861 -1.535485 -0.145917 0.9 -0.7 -0.9
O -4.348991 -2.820745 0.346033 0.6 0.7 0.5
C -3.489231 -3.800375 0.655253 0.9 -0.9 -0.6
O -2.282251 -3.858735 0.374643 -2.6 1.5 1.4
O -4.170911 -4.807855 1.219193 -0.7 0.0 0.1
C -3.553591 -5.833425 2.032433 0.9 -0.1 0.1
H -3.979601 -1.514945 -1.224827 -0.2 -0.1 0.0
H -2.745421 -1.472045 -0.016617 -0.1 -0.3 0.2
H -4.258851 -0.626775 0.272253 -0.5 -0.8 0.6
H -4.240021 -6.387465 2.672703 -0.9 1.2 0.2
H -2.767681 -5.353935 2.615993 -0.1 -0.3 0.0
H -3.163341 -6.724845 1.541333 0.5 0.7 -1.2
```
Forces are in eV/Å.

Values from the calculation:
gap between HOMO and LUMO (spin up / spin down) = 5.872 / 9.217 eV
LUMO level (spin up / spin down) = -2.78 / -2.78 eV
net charge = +1
multiplicity = 2
DFT total energy = -125856.550 eV
E_HOMO (spin up / spin down) = -8.653 / -11.998 eV


2.
Molecular formula: C31H54GeN7NiO2P
Method: DFT, ωB97M-V/def2-TZVPD

Structure (XYZ):
```
97
Properties=species:S:1:pos:R:3:forces:R:3
Ni 0.437822 0.160002 0.306386 -0.2 1.6 0.5
C 3.527168 -2.056833 2.492243 0.3 -0.1 -0.3
C 4.369343 -2.391093 1.439465 -0.1 0.0 0.4
C 4.022302 -2.002403 0.163146 -0.2 0.1 -0.5
C 2.837229 -1.296200 -0.036990 0.3 -0.4 1.0
N 2.032091 -0.971408 0.989227 0.1 0.1 -0.9
C 2.374466 -1.345229 2.212358 -0.3 0.1 0.4
C 2.428934 -0.779688 -1.337371 -0.3 0.5 -0.9
C 2.891767 -1.305664 -2.542332 0.2 -0.2 0.4
C 2.561099 -0.695243 -3.731330 -0.3 0.4 -0.1
C 1.786465 0.460635 -3.680583 0.3 -0.3 -0.2
C 1.311535 0.883555 -2.456930 -0.3 0.4 0.2
N 1.571963 0.269019 -1.301602 0.4 -1.0 -0.4
H 3.765505 -2.337448 3.508289 0.0 0.0 0.0
H 5.286088 -2.936051 1.622466 0.0 0.0 0.0
H 4.670171 -2.212178 -0.677331 0.0 0.0 0.0
H 1.684209 -1.061245 2.997325 0.0 0.1 -0.1
H 3.490760 -2.206034 -2.525053 0.0 0.0 0.0
H 2.896264 -1.091216 -4.680464 0.0 0.0 0.0
H 1.549269 1.014312 -4.578296 -0.1 0.0 0.0
H 0.687390 1.765754 -2.393540 -0.1 -0.1 0.1
N -0.374574 0.198402 1.964426 -0.1 -0.1 1.1
P -0.653666 0.397253 3.440820 -0.2 0.2 -1.3
N -2.237389 0.859918 3.882844 0.2 -0.1 0.1
C -3.253474 -0.158007 3.645603 -0.1 0.0 0.2
C -4.536588 0.201943 4.391285 0.0 0.0 -0.1
C -5.032251 1.583928 3.965052 0.1 0.0 0.2
C -3.913810 2.614685 4.117754 0.0 -0.1 -0.2
C -2.676088 2.147961 3.358744 -0.1 0.1 0.1
N 0.202972 1.610992 4.237958 0.1 0.0 -0.1
C -0.186688 2.307591 5.458908 0.0 -0.1 0.1
C 1.011267 2.445307 6.393318 0.0 0.1 -0.1
C 2.069892 3.357565 5.752897 0.0 -0.1 0.0
C 2.035824 3.238549 4.218046 0.0 -0.1 0.1
C 1.574978 1.851414 3.790552 0.0 0.0 0.0
N -0.436437 -1.001692 4.360634 0.0 -0.1 0.1
C -0.395630 -2.309736 3.723242 0.0 0.0 0.1
C 0.553912 -3.223304 4.491274 -0.2 0.0 0.0
C 0.088491 -3.400079 5.954661 0.0 0.0 0.0
C -0.986018 -2.375762 6.332850 0.1 0.0 0.0
C -0.631046 -0.987704 5.811614 0.0 -0.1 0.0
H -2.875940 -1.124576 3.983518 0.0 0.0 0.0
H -3.468765 -0.246202 2.568763 0.0 0.0 0.0
H -4.333107 0.201242 5.466379 0.0 0.0 0.0
H -5.298300 -0.557183 4.193011 0.0 0.0 0.0
H -5.905269 1.875453 4.554133 0.0 0.0 0.0
H -5.341363 1.545545 2.915153 0.0 0.0 0.0
H -3.652339 2.720338 5.174864 0.0 0.1 0.0
H -4.235805 3.591746 3.747857 0.0 0.0 0.0
H -1.866238 2.871111 3.447249 0.0 0.0 0.0
H -2.912918 2.053845 2.288631 0.0 0.0 -0.1
H -1.002249 1.769187 5.937991 0.0 0.1 0.0
H -0.559848 3.317728 5.229459 -0.1 0.0 0.0
H 1.428516 1.451606 6.575206 0.0 0.0 0.0
H 0.689379 2.844022 7.357649 0.0 0.0 0.0
H 3.059565 3.091723 6.131475 0.0 0.0 0.0
H 1.883712 4.395382 6.038477 0.0 0.0 0.0
H 3.023437 3.437705 3.797807 0.0 0.0 0.0
H 1.350513 3.977423 3.798145 0.0 0.0 0.0
H 2.272224 1.107438 4.211017 0.0 0.0 0.0
H 1.595609 1.745579 2.704170 0.0 0.0 0.0
H -0.078754 -2.159135 2.691719 -0.1 0.0 0.0
H -1.389235 -2.781152 3.685600 0.0 0.0 -0.1
H 1.553246 -2.782104 4.471667 0.0 0.0 0.0
H 0.614260 -4.190564 3.987660 0.1 0.0 0.0
H 0.940633 -3.287034 6.629589 0.0 0.0 0.0
H -0.302659 -4.407670 6.110349 0.0 0.0 0.0
H -1.095626 -2.329909 7.418138 0.0 0.0 0.0
H -1.954670 -2.677834 5.927957 0.0 0.0 0.0
H 0.285270 -0.645503 6.313969 0.0 0.0 0.0
H -1.431655 -0.288168 6.070116 0.0 0.0 0.0
N -2.160171 -2.181453 -3.891931 0.1 0.0 0.2
C -1.744619 -1.396673 -2.722749 0.1 -0.3 0.1
C -0.889919 -2.232746 -1.753061 -0.2 0.2 0.1
O -0.692130 -3.486299 -2.149810 0.1 -0.2 -0.2
O -0.445827 -1.811186 -0.717259 -0.1 -0.4 -0.4
H -1.930249 -1.718210 -4.758552 0.0 0.0 0.0
H -3.154287 -2.362039 -3.890979 0.0 0.0 0.0
H -1.125196 -3.550140 -3.029711 0.0 0.0 0.0
H -2.588804 -1.014314 -2.150255 0.0 0.1 0.0
H -1.142381 -0.541964 -3.019617 0.0 0.1 0.0
C -2.612840 4.080723 -0.141541 0.3 0.0 0.0
Ge -0.791274 3.295232 -0.318197 -0.3 -0.1 0.1
C 0.333773 3.844090 1.201026 -0.2 0.0 -0.1
C -0.072249 4.166412 -1.960016 0.0 -0.1 0.2
C -0.981193 1.350924 -0.447948 0.6 -0.2 0.0
H -2.575255 5.172503 -0.146846 0.0 0.0 0.0
H -3.097383 3.755100 0.778128 0.0 0.0 0.0
H -3.227483 3.755507 -0.983134 0.0 0.0 0.0
H 0.224248 4.904899 1.434002 0.0 0.0 0.0
H 1.384270 3.640558 0.982909 0.0 0.0 0.0
H 0.049466 3.250817 2.071922 0.0 0.0 -0.1
H -0.298383 5.233101 -1.913560 0.0 0.0 0.0
H -0.548437 3.766267 -2.858263 0.0 0.0 0.0
H 1.010065 4.059459 -2.059255 0.0 0.0 0.0
H -1.137627 1.090748 -1.502593 -0.1 0.0 0.0
H -1.887993 1.079986 0.095769 0.0 0.0 0.0
```
Forces are in eV/Å.

Values from the calculation:
gap between HOMO and LUMO (spin up / spin down) = 6.041 / 5.928 eV
LUMO level (spin up / spin down) = -0.39 / -0.42 eV
ΔE to the lowest compared entry with this formula, charge and spin = 17.3 kcal/mol
DFT total energy = -154398.193 eV
E_HOMO (spin up / spin down) = -6.436 / -6.345 eV


Asked for M across the records above, the calculation gives 1237.2, 719.1 g mol⁻¹ in order.